The following is a DFT calculation (the ωB97M-V functional and the def2-TZVPD basis) of C21H19F3I2N2OS4Tl as an isolated structure at a distorted geometry.

Summary:
Max |F| in eV/A: 2.881
Relative energy (zero: lowest compared OMol25 entry of this formula, charge and spin) in kcal/mol: 31.3
Energy in eV: -99502.7555

ORCA input file:
```
! wB97M-V def2-TZVPD RIJCOSX def2/J DEFGRID3
* xyz -1 1
Tl 2.42 0.32 1.14
C 2.42 -3.97 -1.04
C 2.38 -4.52 0.34
S 1.21 -3.77 1.55
C -0.36 -4.00 0.53
C -0.71 -2.94 -0.46
S -0.50 -1.23 0.24
C -0.25 -0.17 -1.27
C 1.79 -1.43 -2.22
S 3.05 -2.21 -1.10
H 3.15 -4.56 -1.61
H 1.42 -4.00 -1.47
H 2.06 -5.60 0.23
H 3.38 -4.40 0.77
H -0.40 -5.03 0.17
H -1.08 -4.04 1.34
H -0.16 -3.14 -1.36
H -1.71 -3.08 -0.79
H -2.30 -0.25 -1.93
H -0.29 0.81 -0.76
H 1.13 -2.30 -2.50
H 2.41 -1.11 -3.02
I -1.68 4.07 -0.86
C -1.67 3.26 1.05
C -2.88 3.51 1.70
C -3.07 2.97 2.96
I -4.96 3.16 3.89
C -2.05 2.31 3.65
C -2.04 1.90 5.01
C -1.00 1.28 5.57
C 0.19 1.01 4.80
N 0.21 1.37 3.52
C -0.80 2.04 2.93
C -0.67 2.40 1.52
O 0.24 1.93 0.74
H -3.57 4.16 1.18
H -3.00 2.02 5.49
H -1.09 0.92 6.62
H 1.09 0.54 5.17
F 2.72 3.09 -4.05
C 1.63 3.23 -3.19
F 0.76 4.04 -3.78
F 2.07 3.88 -2.09
C 1.02 1.88 -2.93
C -0.23 1.59 -3.62
C -1.15 0.64 -3.46
C -1.32 -0.35 -2.34
N 1.11 -0.25 -1.77
C 1.70 1.02 -2.09
S 3.24 1.17 -1.37
H -0.43 2.35 -4.35
H -2.13 0.83 -4.00
H -1.28 -1.41 -2.71
*
```

These are the Mulliken partial charges, in e, on atoms 1 to 4: Tl 0.62; C -0.59; C -0.72; S -0.05

The following is a DFT calculation (the ωB97M-V functional and the def2-TZVPD basis) of C21H19IrN5O6 as an isolated structure.

Summary:
Max |F| in eV/A: 0.790
Relative energy (zero: lowest compared OMol25 entry of this formula, charge and spin) in kcal/mol: 0.0
Energy in eV: -44650.8480

ORCA input file:
```
! wB97M-V def2-TZVPD RIJCOSX def2/J DEFGRID3
* xyz 1 1
Ir 0.46 0.47 -0.18
O 2.19 0.32 -1.37
C 2.87 -0.74 -1.32
C 2.50 -2.00 -0.77
C 3.52 -2.96 -0.66
C 3.24 -4.17 -0.10
C 1.96 -4.49 0.37
C 0.94 -3.58 0.25
C 1.18 -2.32 -0.33
O 0.17 -1.50 -0.50
N 4.33 -5.16 0.04
O 5.42 -4.84 -0.37
O 4.05 -6.21 0.58
H 3.88 -0.66 -1.74
H 4.53 -2.75 -1.00
H 1.80 -5.46 0.82
H -0.05 -3.79 0.61
N -1.15 0.67 -1.36
C -2.46 0.63 -0.63
C -2.61 -0.63 0.18
C -1.63 -0.75 1.34
O -1.70 -1.63 2.15
O -0.72 0.23 1.40
H -1.10 1.54 -1.90
H -1.10 -0.10 -2.03
H -3.25 0.74 -1.38
H -2.47 1.50 0.02
H -2.51 -1.53 -0.44
H -3.62 -0.65 0.60
C 1.79 4.50 -0.68
C 1.26 3.25 -0.91
N 0.86 2.47 0.11
C 1.00 2.90 1.37
C 1.60 4.11 1.68
C 1.96 4.94 0.63
C 1.80 4.51 3.09
C 2.36 3.79 4.07
C 3.02 2.47 4.03
C 3.61 1.99 5.19
C 4.27 0.78 5.12
N 4.34 0.08 4.00
C 3.74 0.61 2.95
N 3.08 1.76 2.90
H 2.08 5.12 -1.52
H 1.16 2.85 -1.90
H 0.63 2.24 2.14
H 2.40 5.91 0.83
H 1.48 5.51 3.33
H 2.40 4.27 5.04
H 3.57 2.55 6.12
H 4.76 0.36 5.99
H 3.78 0.04 2.02
*
```

These are the Mulliken partial charges, in e, on atoms 1 to 4: Ir 1.25; O -0.67; C 0.12; C 0.86

The following is a DFT calculation (the ωB97M-V functional and the def2-TZVPD basis) of one molecule with the formula C21H19N5O5 at a distorted geometry.

Summary:
Structure (SMILES): COc1ccc([C@@H]2C(C#N)=C(N)OC3=C2C(=O)CCC3)cc1Cn1cc([N+](=O)[O-])cn1
Max |F| in eV/A: 1.585
Relative energy (zero: lowest compared OMol25 entry of this formula, charge and spin) in kcal/mol: 52.3
Energy in eV: -39769.9418

ORCA input file:
```
! wB97M-V def2-TZVPD RIJCOSX def2/J DEFGRID3
* xyz 0 1
C 4.33 1.77 3.07
H 4.98 2.64 3.00
O 3.66 1.70 1.84
C 2.74 0.71 1.65
C 2.45 -0.28 2.58
C 1.49 -1.24 2.31
C 0.82 -1.25 1.10
C 1.12 -0.27 0.17
C 2.06 0.72 0.43
C 2.32 1.81 -0.59
N 1.08 2.40 -1.01
C 0.24 1.97 -1.96
C -0.88 2.79 -1.90
C -0.60 3.70 -0.85
N 0.57 3.44 -0.33
H -1.22 4.49 -0.48
N -2.04 2.70 -2.68
O -2.14 1.73 -3.42
O -2.89 3.56 -2.55
H 0.47 1.17 -2.64
H 2.93 2.59 -0.13
H 2.83 1.40 -1.47
H 0.61 -0.26 -0.78
C -0.24 -2.28 0.77
C -1.52 -1.56 0.40
C -1.90 -1.41 -0.88
O -1.26 -2.00 -1.93
C -0.27 -2.90 -1.66
C 0.20 -3.12 -0.41
C 1.18 -4.11 -0.19
N 1.96 -4.93 -0.02
N 0.18 -3.50 -2.79
H 0.76 -4.32 -2.68
H -0.42 -3.47 -3.60
C -3.07 -0.58 -1.31
C -3.38 0.47 -0.25
C -3.53 -0.21 1.11
C -2.29 -0.97 1.50
O -1.95 -1.11 2.66
H -3.76 0.51 1.89
H -4.36 -0.93 1.07
H -4.28 1.01 -0.51
H -2.55 1.18 -0.19
H -2.84 -0.13 -2.28
H -3.94 -1.24 -1.45
H -0.41 -2.90 1.65
H 1.27 -1.99 3.05
H 2.95 -0.30 3.53
H 4.94 0.88 3.25
H 3.63 1.91 3.90
*
```

These are the Mulliken partial charges, in e, on atoms 1 to 4: C -0.97; H 0.26; O -0.46; C 1.03

The following is a DFT calculation (the ωB97M-V functional and the def2-TZVPD basis) of one molecule with the formula C21H19N7OS3 at a distorted geometry.

Summary:
Structure (SMILES): Cc1nnc(SCc2cc(=O)[nH]c(/N=C(/N)Nc3ccccc3Sc3ccccc3)n2)s1
Max |F| in eV/A: 1.619
Energy in eV: -67070.7303

ORCA input file:
```
! wB97M-V def2-TZVPD RIJCOSX def2/J DEFGRID3
* xyz 0 1
C -2.39 -2.00 3.61
C -2.36 -1.51 2.22
N -1.53 -0.64 1.77
N -1.67 -0.34 0.49
C -2.64 -0.98 -0.08
S -3.11 -0.80 -1.73
C -1.98 0.54 -2.24
C -2.07 1.72 -1.32
C -3.23 2.39 -1.10
C -3.27 3.50 -0.19
O -4.23 4.18 0.11
N -2.02 3.75 0.39
C -0.89 3.04 0.12
N -0.90 2.04 -0.73
N 0.21 3.48 0.75
C 1.34 2.82 0.75
N 2.43 3.48 1.21
H 3.21 2.94 1.55
H 2.25 4.37 1.64
N 1.47 1.53 0.38
C 2.65 0.85 0.08
C 3.71 1.48 -0.57
C 4.84 0.78 -0.92
C 4.94 -0.57 -0.64
C 3.91 -1.21 0.01
C 2.77 -0.51 0.37
S 1.49 -1.34 1.31
C 0.64 -2.24 0.05
C 0.70 -1.88 -1.29
C -0.05 -2.59 -2.22
C -0.86 -3.64 -1.82
C -0.91 -3.99 -0.48
C -0.16 -3.30 0.45
H -0.20 -3.57 1.50
H -1.55 -4.81 -0.16
H -1.45 -4.17 -2.55
H 0.00 -2.31 -3.26
H 1.33 -1.06 -1.61
H 3.97 -2.27 0.25
H 5.83 -1.13 -0.92
H 5.65 1.29 -1.43
H 3.62 2.53 -0.82
H 0.58 1.06 0.19
H -1.95 4.51 1.05
H -4.15 2.10 -1.58
H -2.30 0.79 -3.25
H -0.97 0.14 -2.24
S -3.49 -2.07 0.99
H -1.54 -1.60 4.15
H -3.31 -1.68 4.10
H -2.36 -3.09 3.63
*
```

These are the Mulliken partial charges, in e, on atoms 1 to 4: C -1.23; C 0.58; N -1.07; N 0.66

The following is a DFT calculation (the ωB97M-V functional and the def2-TZVPD basis) of C21H20AuIN4O4 as an isolated structure at a distorted geometry.

Summary:
Max |F| in eV/A: 3.315
Energy in eV: -48026.9507

ORCA input file:
```
! wB97M-V def2-TZVPD RIJCOSX def2/J DEFGRID3
* xyz 2 1
Au -0.07 0.59 1.38
C -0.66 3.49 -2.53
C 0.59 2.70 -2.45
N 1.47 2.79 -3.38
C 2.65 2.21 -3.35
C 3.06 1.47 -2.25
C 4.47 0.90 -2.27
O 4.52 -0.49 -2.14
C 2.14 1.25 -1.20
C 2.58 0.40 -0.13
N 2.07 0.19 1.04
C 2.77 -0.54 2.00
C 4.18 -0.62 1.94
C 4.91 -1.34 2.86
C 4.28 -1.99 3.91
C 2.90 -1.92 4.01
C 2.17 -1.19 3.08
I 0.04 -1.20 3.39
C 0.83 1.83 -1.29
O -0.13 1.68 -0.49
H -0.65 4.08 -3.45
H -0.76 4.15 -1.68
H -1.52 2.83 -2.52
H 3.26 2.32 -4.24
H 5.01 1.33 -1.40
H 4.99 1.25 -3.16
H 4.66 -0.91 -3.00
H 3.50 -0.12 -0.37
H 4.70 -0.10 1.16
H 5.98 -1.38 2.76
H 4.85 -2.54 4.64
H 2.39 -2.43 4.82
O -4.00 -4.54 -1.30
C -4.94 -3.53 -1.26
N -4.36 -2.46 -0.51
C -4.98 -1.26 -0.38
O -6.03 -1.01 -0.93
C -4.29 -0.24 0.48
C -5.06 0.73 1.12
C -4.41 1.70 1.87
C -3.03 1.68 1.96
N -2.31 0.75 1.35
C -2.91 -0.19 0.62
H -4.37 -5.34 -1.68
H -5.89 -3.86 -0.79
H -5.20 -3.15 -2.27
H -3.55 -2.72 0.03
H -6.13 0.72 1.02
H -4.97 2.48 2.38
H -2.49 2.43 2.52
H -2.26 -0.89 0.11
*
```

These are the Mulliken partial charges, in e, on atoms 1 to 4: Au 0.83; C -1.29; C 0.71; N -0.46

The following is a DFT calculation (the ωB97M-V functional and the def2-TZVPD basis) of C21H20BBeF4N2O4 as an isolated structure.

Summary:
Max |F| in eV/A: 0.595
Relative energy (zero: lowest compared OMol25 entry of this formula, charge and spin) in kcal/mol: 13.5
Energy in eV: -45234.1359

ORCA input file:
```
! wB97M-V def2-TZVPD RIJCOSX def2/J DEFGRID3
* xyz -1 1
Be -0.08 -0.79 -1.06
F 4.61 -1.19 -0.43
B 3.70 -0.74 0.58
F 3.21 -1.89 1.27
F 4.33 0.13 1.46
F 2.60 -0.10 -0.06
O -2.05 -3.08 3.61
C -1.10 -2.11 3.68
C -0.84 -1.49 4.90
C 0.11 -0.48 5.00
C 0.80 -0.08 3.87
C 0.53 -0.68 2.65
C -0.41 -1.70 2.53
C -0.66 -2.31 1.18
O -1.29 -3.33 1.01
O -0.16 -1.61 0.19
H -2.41 -3.21 4.49
H -1.40 -1.80 5.78
H 0.30 -0.02 5.96
H 1.55 0.70 3.92
H 1.06 -0.36 1.77
C -2.10 2.54 2.26
C -2.57 1.28 1.92
C -2.16 0.67 0.74
C -1.24 1.30 -0.11
C -0.78 2.57 0.25
C -1.21 3.18 1.41
N -0.76 0.65 -1.28
C -0.96 1.33 -2.48
C -0.05 1.24 -3.54
C -0.28 1.90 -4.74
C -1.40 2.69 -4.93
C -2.31 2.80 -3.88
C -2.10 2.14 -2.68
H -2.42 3.01 3.19
H -3.26 0.76 2.57
H -2.54 -0.30 0.47
H -0.06 3.06 -0.40
H -0.82 4.16 1.67
H 0.85 0.66 -3.41
H 0.45 1.81 -5.54
H -1.57 3.21 -5.86
H -3.20 3.41 -3.99
H -2.82 2.23 -1.88
C 2.62 -2.18 -3.51
C 1.81 -2.08 -2.26
N 2.27 -2.64 -1.16
O 0.71 -1.45 -2.31
H 3.41 -2.91 -3.42
H 3.05 -1.20 -3.70
H 1.96 -2.43 -4.34
H 3.25 -2.83 -1.09
H 1.81 -2.43 -0.28
*
```

These are the Mulliken partial charges, in e, on atoms 1 to 4: Be -1.34; F -0.41; B 0.48; F -0.42

The following is a DFT calculation (the ωB97M-V functional and the def2-TZVPD basis) of a 2-piece molecular cluster, C21H20BClF3NO2S overall at a distorted geometry.

Summary:
Max |F| in eV/A: 3.044
Relative energy (zero: lowest compared OMol25 entry of this formula, charge and spin) in kcal/mol: 0.0
Energy in eV: -59873.6051

ORCA input file:
```
! wB97M-V def2-TZVPD RIJCOSX def2/J DEFGRID3
* xyz 0 1
C -2.07 -0.92 0.55
N -0.71 -1.32 0.93
C -0.23 -2.65 0.50
C 0.07 -0.44 1.53
Cl 1.73 -0.72 1.64
H -2.57 -1.81 0.16
H -2.60 -0.54 1.43
H -2.07 -0.14 -0.21
H -1.13 -3.22 0.24
H 0.41 -2.59 -0.38
H 0.32 -3.14 1.31
H -0.26 0.58 1.72
C -0.35 7.56 6.02
C -0.11 6.11 5.76
C 0.48 5.20 6.62
C 0.60 3.87 6.06
C 0.16 3.78 4.76
B 0.08 2.46 3.80
C 1.67 2.21 3.43
C 2.36 3.13 2.67
C 3.71 2.94 2.36
C 4.36 1.81 2.87
C 5.79 1.53 2.48
F 6.63 1.56 3.55
F 5.90 0.28 1.92
F 6.27 2.42 1.57
C 3.70 0.92 3.71
C 2.34 1.15 4.00
O -0.58 1.41 4.62
C -1.84 1.35 4.15
C -2.00 2.18 3.00
C -3.15 2.13 2.22
C -4.12 1.20 2.57
C -3.97 0.37 3.70
C -2.84 0.44 4.51
O -0.83 2.78 2.67
S -0.53 5.31 4.26
H -0.08 7.83 7.05
H 0.24 8.18 5.34
H -1.41 7.80 5.87
H 0.81 5.45 7.63
H 1.04 3.04 6.62
H 1.87 4.04 2.34
H 4.25 3.65 1.74
H 4.21 0.05 4.12
H 1.83 0.48 4.68
H -3.21 2.79 1.35
H -5.03 1.13 1.96
H -4.76 -0.34 3.94
H -2.70 -0.18 5.39
*
```

These are the Mulliken partial charges, in e, on atoms 1 to 4: C -0.49; N 0.15; C -0.85; C 0.22

The following is a DFT calculation (the ωB97M-V functional and the def2-TZVPD basis) of C21H20BrClF4N2O4PPd as an isolated structure at a distorted geometry.

Summary:
Max |F| in eV/A: 2.012
Relative energy (zero: lowest compared OMol25 entry of this formula, charge and spin) in kcal/mol: 31.3
Energy in eV: -139436.8342

ORCA input file:
```
! wB97M-V def2-TZVPD RIJCOSX def2/J DEFGRID3
* xyz 3 1
Pd -1.40 1.42 0.11
F 1.59 -1.30 5.99
C 1.33 -1.27 4.72
C 2.17 -1.90 3.82
F 3.23 -2.54 4.24
C 1.89 -1.84 2.46
F 2.71 -2.48 1.64
C 0.76 -1.18 1.98
P 0.51 -1.19 0.20
C 1.98 -0.71 -0.55
C 2.51 0.56 -0.19
C 3.69 0.99 -0.75
C 4.35 0.16 -1.66
C 3.83 -1.08 -2.03
C 2.65 -1.53 -1.50
C -0.24 -2.63 -0.32
C -0.25 -3.01 -1.70
C -0.81 -4.20 -2.06
C -1.46 -4.99 -1.10
C -1.52 -4.60 0.25
C -0.95 -3.42 0.64
C -0.08 -0.57 2.91
Br -1.70 0.29 2.42
C 0.19 -0.60 4.26
F -0.61 -0.02 5.13
H 1.98 1.20 0.51
H 4.09 1.96 -0.51
H 5.30 0.48 -2.07
H 4.38 -1.71 -2.72
H 2.31 -2.53 -1.71
H 0.16 -2.34 -2.45
H -0.77 -4.53 -3.09
H -1.95 -5.90 -1.41
H -2.00 -5.24 0.97
H -1.00 -3.12 1.68
N -1.43 3.13 1.10
C -1.32 4.39 0.29
C -2.58 4.64 -0.51
C -2.69 3.67 -1.67
N -2.98 2.32 -1.15
H -2.28 3.16 1.65
H -0.65 3.07 1.75
H -0.43 4.30 -0.34
H -1.15 5.21 0.99
H -2.58 5.66 -0.87
H -3.45 4.54 0.15
H -1.76 3.63 -2.24
H -3.47 3.98 -2.36
H -3.04 1.65 -1.92
H -3.85 2.29 -0.63
O 0.33 -0.13 -3.10
Cl -0.62 0.75 -2.55
O -1.52 -0.01 -1.54
O 0.05 1.73 -1.66
O -1.44 1.40 -3.50
*
```

These are the Mulliken partial charges, in e, on atoms 1 to 4: Pd 0.50; F -0.20; C 0.55; C 0.29